<A>
DFT (the ωB97M-V functional and the def2-TZVPD basis) results for the molecule C18H22N2O3S2.

```
47
Properties=species:S:1:pos:R:3
H 1.801 3.456 -4.218
H -0.484 0.533 3.568
H -2.663 0.989 2.546
C 0.862 -0.242 -2.846
C 0.608 0.837 -5.450
S -1.006 -3.839 0.560
S -1.879 2.752 1.180
C -0.549 -1.309 1.590
H 1.468 -5.448 2.622
C -1.999 1.827 2.731
H 1.880 -1.732 0.826
H -1.529 0.693 0.091
H 2.032 2.867 -5.870
H 2.500 -0.175 1.410
H 3.007 2.350 -2.478
H 3.275 2.563 -4.659
C -0.847 1.481 0.394
C -0.096 -5.159 1.173
H -0.315 1.880 -0.462
H 1.016 1.582 1.441
C 0.073 1.038 1.526
C 0.790 -3.379 2.331
H -0.426 0.961 -5.109
H 1.420 -2.877 3.045
C -0.560 1.393 2.902
H 3.102 1.463 -0.237
C 2.467 0.976 -0.964
C -0.130 -2.731 1.556
H -0.287 -6.147 0.803
C 1.728 -0.139 -0.597
O -1.716 -1.018 1.796
N 0.427 -0.378 1.444
C 1.603 0.889 -3.227
C 2.196 2.631 -4.822
N 1.557 1.377 -4.506
H -2.362 2.454 3.537
C 0.928 -0.738 -1.563
O -3.138 2.910 0.508
H 0.338 -1.605 -1.302
H 0.221 -0.740 -3.554
C 2.413 1.481 -2.247
C 1.714 -0.655 0.818
C 0.809 -4.771 2.109
O -1.094 3.941 1.385
H 0.004 2.219 3.336
H 0.717 1.346 -6.404
H 0.797 -0.227 -5.615
```

Calculated values
HOMO in Ha: -0.288
Frontier orbital gap in eV: 8.39
SMILES: CN(C)c1ccc(CN(C(=O)c2cccs2)[C@@H]2CCS(=O)(=O)C2)cc1
LUMO level in eV: 0.54

<B>
DFT (the ωB97M-V functional and the def2-TZVPD basis) results for the molecule C18H22N2O3S2.

```
47
Properties=species:S:1:pos:R:3
N -3.722 -0.478 1.347
H 3.512 0.953 2.395
O 2.931 1.465 -0.786
S -3.277 -0.425 -0.314
C 0.327 -2.381 -0.840
H 1.194 0.518 1.828
C -1.014 2.866 -1.248
O -4.422 -0.218 -1.246
C 1.159 -2.068 0.205
H -4.526 1.239 2.684
H -4.450 -1.392 3.252
C 0.107 1.291 0.371
H -3.201 1.911 -1.703
H 2.794 -1.862 -3.305
H 5.345 1.810 0.690
C -0.894 0.405 0.338
H -0.576 -2.651 -1.155
H 5.835 0.284 1.378
H -1.360 3.537 -1.770
H 0.669 -2.289 1.300
H 0.519 4.677 -0.966
C -4.460 0.815 1.581
C 0.172 2.594 -0.526
C 0.977 -2.281 -2.329
H 5.195 0.291 -0.403
S 3.344 -1.405 1.606
C 2.584 1.145 0.242
C -2.128 1.798 -1.212
H -5.375 0.872 0.906
C 3.634 0.749 1.290
C 4.998 0.865 0.650
H 2.039 3.336 -1.183
C -4.366 -1.475 1.941
N 1.369 1.157 0.774
H 4.104 -1.008 -1.304
C 2.418 -1.738 0.127
C 3.156 -1.418 -1.258
H -3.837 1.719 1.436
C 1.099 3.684 -0.445
H 1.529 3.727 0.515
C 2.296 -1.769 -2.218
O -2.672 -1.797 -0.387
H -0.707 -0.444 0.945
H -3.715 -2.467 1.741
H 0.541 -2.465 -3.143
C -1.983 0.525 -0.561
H -5.507 -1.477 1.695
```

Calculated values
HOMO in Ha: -0.304
Frontier orbital gap in eV: 7.78
SMILES: Cc1ccc(S(=O)(=O)N(C)C)cc1NC(=O)[C@H](C)Sc1ccccc1
LUMO level in eV: -0.50

Which is most stable, and by how much? <A>, by 0.5070 hartree.